Formula: C9H13PS2
Source: OMol25
Level of theory: wB97M-V/def2-TZVPD

The HOMO-LUMO gap (spin up / spin down) comes out at 5.9 / 6.6 eV. The HOMO energy (spin up / spin down) comes out at -7.876 / -8.069 eV. For the LUMO energy (spin up / spin down), the calculation gives -1.95 / -1.44 eV.

Structure (ORCA input):
```
! wB97M-V def2-TZVPD RIJCOSX def2/J DEFGRID3
* xyz 0 1
C 3.4024 1.1283 0.1994
C 3.9073 0.0735 0.9619
C 2.3952 0.8808 -0.7522
C 3.3455 -1.1860 0.8343
C 1.8466 -0.3511 -0.8807
C 2.3047 -1.4200 -0.0857
C -3.0681 1.7381 1.2243
C -1.0556 -2.6601 -1.7157
C -2.8086 0.3207 0.9459
P -1.3453 0.1548 -0.1559
S -1.8061 0.9223 -1.8779
S -1.2599 -2.2104 -0.1125
H 3.9928 2.0367 0.1797
H 4.6802 0.2585 1.6172
H 1.9851 1.7163 -1.3374
H 3.8306 -1.9980 1.3547
H 1.1676 -0.5639 -1.6716
H -3.1815 2.2371 0.2679
H -3.8425 2.0417 1.9040
H -2.1662 2.1864 1.7227
H -1.6433 -2.2379 -2.5414
H -0.2929 -3.3381 -1.8418
H 2.0530 -2.4087 -0.2450
H -3.7330 -0.2087 0.5679
H -2.4598 -0.1079 1.7981
*
```

***

Formula: C9H14
Source: OMol25
Level of theory: wB97M-V/def2-TZVPD

The HOMO-LUMO gap (spin up / spin down) comes out at 3.0 / 7.1 eV. The HOMO energy (spin up / spin down) comes out at 0.878 / -3.297 eV. For the LUMO energy (spin up / spin down), the calculation gives 3.85 / 3.76 eV.

Structure (ORCA input):
```
! wB97M-V def2-TZVPD RIJCOSX def2/J DEFGRID3
* xyz -1 2
C -1.5915 -1.7974 -1.1711
C 1.4251 1.0360 -2.0296
C 1.5777 0.2567 -0.8998
C 0.2792 0.9746 -2.8260
C 0.5579 -0.6189 -0.4711
C -0.7449 0.0749 -2.5064
C -0.5757 -0.7577 -1.3958
H 2.3626 1.5299 -2.4876
H 2.6282 0.2533 -0.3701
H -0.0113 1.7449 -3.5981
H 0.3828 -1.1582 0.4344
H -1.7187 0.1899 -2.8156
H -1.0456 -2.7582 -0.5676
H -2.0762 -2.3614 -1.9998
H -2.4025 -1.1450 -0.5517
C -0.6185 0.2610 2.7271
C 0.8267 0.7971 3.0709
H -0.8816 0.8755 1.8725
H -0.2985 -0.7962 2.5647
H -1.4646 0.3776 3.4385
H 1.2554 0.3180 4.0021
H 0.7408 1.8844 3.4146
H 1.3934 0.8191 2.1656
*
```

***

Formula: C9H14
Source: OMol25
Level of theory: wB97M-V/def2-TZVPD

The HOMO-LUMO gap comes out at 10.0 eV. Its structure (SMILES) is Cc1ccccc1.CC. The HOMO energy comes out at -8.958 eV. For the LUMO energy, the calculation gives 1.01 eV.

Structure (ORCA input):
```
! wB97M-V def2-TZVPD RIJCOSX def2/J DEFGRID3
* xyz 0 1
C -1.4887 -0.6564 -1.5997
C -0.9617 0.4692 -0.7698
C 0.0957 1.3056 -1.1127
C 0.4973 2.3837 -0.3629
C -0.0937 2.6782 0.9262
C -1.1552 1.7671 1.2738
C -1.6098 0.7784 0.4326
H -0.7976 -1.5204 -1.5732
H -1.5605 -0.4694 -2.6960
H -2.5684 -0.8930 -1.0957
H 0.5512 1.1066 -2.1208
H 1.3056 3.1118 -0.7315
H 0.4197 3.4222 1.5675
H -1.5799 1.7502 2.3136
H -2.3858 0.0464 0.8044
C 1.7948 -2.3637 0.1050
C 1.1241 -1.5901 1.1021
H 1.8235 -3.4358 0.3707
H 1.2057 -2.3532 -0.8066
H 2.7517 -1.9281 -0.2051
H -0.0894 -1.4919 1.2138
H 1.1709 -0.5398 0.8695
H 1.5507 -1.5779 2.0949
*
```

***

Formula: C9H14
Source: OMol25
Level of theory: wB97M-V/def2-TZVPD

The HOMO-LUMO gap comes out at 10.1 eV. Its structure (SMILES) is Cc1ccccc1.CC. The HOMO energy comes out at -9.076 eV. For the LUMO energy, the calculation gives 0.98 eV.

Structure (ORCA input):
```
! wB97M-V def2-TZVPD RIJCOSX def2/J DEFGRID3
* xyz 0 1
C -0.8491 -0.6499 -2.6121
C -0.8390 0.5210 -1.7024
C -1.9143 1.3478 -1.3835
C -1.8204 2.4531 -0.5418
C -0.6106 2.8463 -0.0249
C 0.4864 1.9961 -0.2314
C 0.3287 0.8616 -1.0289
H -1.7892 -0.8883 -3.1275
H -0.5838 -1.5936 -2.1418
H -0.2571 -0.3380 -3.4833
H -2.9155 1.0171 -1.6492
H -2.7430 2.9567 -0.2983
H -0.3918 3.8019 0.4352
H 1.4727 2.1524 0.1785
H 1.2430 0.2741 -1.0259
C 1.5340 -1.6499 2.9423
C 1.2297 -2.5010 1.6905
H 0.6400 -1.1837 3.3506
H 1.8742 -2.3123 3.7460
H 2.3714 -0.9791 2.7666
H 1.9455 -3.3182 1.7479
H 0.2022 -2.8488 1.6392
H 1.3855 -1.9651 0.7544
*
```

***

no.,calculated total energy (eV)
1,-40500.9064
2,-9556.4819
3,-9558.5178
4,-9559.4553